Record 1
58
Properties=species:S:1:pos:R:3:forces:R:3:lowdin_charge:R:1 method="wB97M-V/def2-TZVPD" multiplicity=5 charge=0 s_squared=6.089 de_lowest_kcal_mol=5.3 e_tot_ev=-117898.18964 homo_energy_ev="-7.6 / -7.6"
Mn 1.74254 0.48864 -0.14206 -0.072 -0.499 -0.116 0.680
S -3.48563 -2.75898 3.06658 -0.040 0.045 0.048 0.562
S 3.40939 1.78385 -1.14213 -0.071 0.088 -0.003 0.718
S 0.90078 -2.09262 -0.59047 -0.075 0.065 -0.128 0.614
S -1.08590 -3.21958 1.34716 -0.068 0.004 -0.064 0.973
O 0.44428 1.86460 0.15311 -0.001 0.079 -0.012 -0.141
O -2.38063 2.58133 -4.86701 -0.092 -0.069 0.047 0.109
O -1.24178 3.15425 -0.53227 0.108 0.156 -0.066 0.077
O -2.49376 3.56392 -2.87261 0.030 0.096 0.000 0.146
N 0.64617 0.61863 -2.15979 0.103 0.231 -0.106 0.063
N -2.44686 -1.14247 1.13004 -0.020 0.001 0.034 -0.147
N 5.52801 0.56559 -2.16873 -0.007 -0.015 0.043 0.087
N -1.38152 -0.92395 0.26592 -0.145 -0.183 -0.088 0.034
N 1.29525 -0.25920 1.77437 0.235 0.196 0.243 0.012
N -0.34625 0.89406 -4.08051 0.025 0.047 -0.029 0.194
N 4.46595 -0.64051 -0.55599 0.023 -0.011 -0.003 0.019
N 3.39033 -0.60296 0.29256 -0.100 0.107 0.083 -0.129
C 1.95311 -1.91796 3.34450 -0.024 -0.042 0.010 0.010
C 4.40805 -2.36312 1.65833 0.023 0.037 -0.016 -0.002
C 0.79448 -1.67911 4.07555 0.037 0.025 0.017 -0.029
C -3.99121 2.21185 1.21411 -0.015 0.008 0.014 -0.065
C -3.04243 1.20215 1.23165 0.078 0.038 -0.001 -0.019
C -0.92744 1.79568 -3.22865 -0.129 -0.112 0.052 -0.062
C 1.48618 -0.82493 -4.01021 -0.011 0.004 0.001 0.006
C -3.44446 -0.12129 1.17724 -0.045 0.039 -0.025 -0.213
C 0.61002 0.21262 -3.41123 -0.093 -0.151 0.101 -0.333
C -0.40647 2.28394 -0.73594 -0.063 -0.112 0.084 -0.523
C 4.52624 0.44738 -1.27239 0.012 -0.031 0.046 -0.824
C -5.73318 0.56211 1.10988 -0.003 -0.008 -0.004 -0.072
C 0.20699 -0.00592 2.48895 0.018 0.024 0.024 -0.097
C -0.29373 1.60122 -2.03567 0.149 0.073 -0.056 -0.130
C -2.45731 -2.27965 1.86092 0.089 -0.074 -0.059 -1.129
C -0.59003 -1.94736 0.25719 0.098 -0.073 -0.024 -1.102
C 2.16899 -1.19546 2.18836 0.012 0.007 0.004 -0.244
C -4.78940 -0.45228 1.10921 -0.005 0.008 -0.004 -0.041
C 3.35438 -1.36483 1.32877 0.039 0.003 -0.075 -0.276
C -2.01281 2.67712 -3.72091 0.223 0.141 -0.126 -0.479
C -5.33981 1.89285 1.16085 0.022 -0.004 -0.006 -0.082
C -0.09080 -0.70945 3.64819 0.017 0.054 0.038 -0.028
H 0.99893 -1.31559 -4.85147 -0.001 0.008 -0.009 0.086
H -1.98930 1.44480 1.25502 -0.141 0.064 -0.071 0.075
H -0.62643 0.79045 -5.04440 0.000 0.014 0.005 0.176
H 2.42024 -0.38078 -4.35832 0.006 0.006 0.005 0.088
H -3.66559 3.24363 1.22961 -0.003 -0.014 0.002 0.108
H 4.94757 -2.06474 2.55974 -0.014 -0.006 0.013 0.101
H 2.66125 -2.66939 3.66089 0.010 0.004 0.002 0.117
H 1.71268 -1.57082 -3.25061 -0.003 -0.007 -0.010 0.039
H -6.78334 0.30751 1.05577 -0.006 0.006 0.003 0.105
H 5.68228 1.44731 -2.62193 -0.012 -0.004 -0.006 0.086
H 6.27791 -0.10366 -2.13466 0.011 -0.003 -0.004 0.106
H -1.00290 -0.49606 4.18667 -0.026 -0.018 -0.005 0.120
H 0.59064 -2.25167 4.97023 -0.016 -0.003 -0.002 0.122
H 5.11029 -2.44857 0.83656 0.008 0.006 0.002 0.072
H -5.08962 -1.48802 1.05931 0.001 -0.015 0.002 0.095
H -0.43759 0.76859 2.09982 0.111 -0.023 0.100 0.094
H 3.94430 -3.33243 1.84456 -0.002 -0.002 -0.006 0.095
H -6.08265 2.67917 1.14546 -0.008 0.002 0.004 0.103
H -2.01838 3.54009 -1.99916 -0.174 -0.209 0.098 0.079

---

Record 2
48
Properties=species:S:1:pos:R:3:forces:R:3:lowdin_charge:R:1 method="wB97M-V/def2-TZVPD" smiles="O=S(=O)(Nc1cccc(-c2nc3cccnc3s2)c1)c1ccc2c(c1)CCCC2" charge=0 e_tot_ev=-53359.09202 homo_energy_ev=-8.8
S -2.17032 0.78987 0.07534 0.072 -0.296 -0.408 1.119
S 1.31198 -3.07868 2.97537 -0.333 0.158 0.250 0.672
O 1.36296 -3.17987 4.40107 -0.218 0.288 0.005 -0.283
O 2.16979 -3.89816 2.17970 -0.085 0.196 -0.304 -0.270
N -1.97276 -0.20327 -2.32220 0.268 -0.921 -0.408 0.117
N -2.97149 3.04972 -1.20558 -0.018 0.113 0.601 0.060
N -0.29600 -3.42909 2.53623 0.849 -0.186 0.717 -0.047
C 2.71343 1.81586 -0.81532 -0.011 -0.045 -0.099 -0.168
C -3.11990 3.04195 -3.59675 0.026 -0.080 -0.010 -0.062
C -2.57657 1.79656 -1.27951 0.039 -0.303 -0.626 -0.538
C -0.21089 -3.87435 -1.10742 0.054 -0.017 0.007 -0.050
C 1.01157 -0.38213 3.33214 -0.013 0.024 0.211 -0.053
C 1.14474 1.20967 1.53809 -0.029 -0.024 0.003 -0.190
C 1.78376 0.59486 -0.75845 0.158 0.031 -0.039 -0.132
C -1.27727 -1.77447 -0.62463 0.274 -0.849 0.247 -0.220
C -0.54239 -3.20146 1.17462 -0.295 -0.074 -0.923 -0.325
C 2.30975 2.92014 0.17932 -0.040 0.093 0.007 -0.170
C 1.68176 -1.09985 1.12830 0.194 0.121 -0.068 -0.008
C 1.54243 0.19695 0.66137 -0.026 -0.091 0.084 -0.171
C -2.41076 1.06935 -2.48575 -0.288 1.005 0.548 -0.299
C -1.16128 -2.03885 0.73742 -0.075 -0.162 -0.238 -0.005
C 1.03024 2.58151 0.95639 0.159 0.102 0.020 -0.143
C 0.89890 0.91996 2.87220 -0.041 -0.114 -0.042 -0.007
C 1.40735 -1.37221 2.45512 0.168 -0.652 0.224 -0.279
C -2.69899 1.72858 -3.67765 0.030 -0.046 0.184 0.005
C -3.23690 3.65405 -2.34899 -0.041 0.116 -0.206 -0.148
C -1.80077 -0.51099 -1.08764 -0.380 1.081 0.330 -0.495
C -0.80498 -2.70812 -1.55032 -0.074 0.200 0.148 -0.014
C -0.06359 -4.12241 0.24694 -0.154 0.136 0.061 -0.016
H 0.85999 3.32399 1.73640 -0.085 -0.005 -0.004 0.119
H -3.55945 4.68200 -2.26013 -0.040 0.100 -0.115 0.105
H 2.71468 2.20542 -1.83414 0.072 -0.010 -0.001 0.107
H 3.72767 1.48174 -0.59281 0.020 0.009 -0.067 0.111
H 0.60172 1.70848 3.54753 -0.020 0.088 0.081 0.117
H 0.17553 2.61238 0.27483 -0.067 0.029 0.002 0.098
H -3.35733 3.59785 -4.48990 -0.024 0.065 -0.066 0.101
H 2.21151 -0.23188 -1.32602 -0.073 -0.024 -0.039 0.122
H 0.43837 -5.00486 0.60690 0.017 -0.127 0.016 0.117
H 2.16294 3.86567 -0.34405 0.059 0.027 0.037 0.107
H -1.52804 -1.32080 1.45833 0.062 0.066 0.147 0.098
H 3.11366 3.06842 0.90204 -0.003 0.070 -0.014 0.112
H -0.91178 -2.92041 3.15627 -0.056 0.050 0.128 0.116
H 0.80915 -0.64467 4.35870 -0.035 0.051 0.157 0.113
H 0.82576 0.85375 -1.21967 -0.062 -0.030 -0.067 0.112
H -2.59107 1.21434 -4.61968 0.009 -0.045 -0.112 0.116
H 0.15703 -4.59322 -1.82353 0.035 -0.065 -0.062 0.109
H 1.99706 -1.90351 0.48110 0.023 -0.067 -0.191 0.127
H -0.90118 -2.48979 -2.60157 -0.001 0.013 -0.107 0.112

---

Record 3
53
Properties=species:S:1:pos:R:3:forces:R:3:lowdin_charge:R:1 method="wB97M-V/def2-TZVPD" charge=+1 de_lowest_kcal_mol=17.1 e_tot_ev=-72138.74631 homo_energy_ev=-10.4
Pd 0.86834 0.59608 1.37277 1.218 0.404 -0.791 0.749
S -0.55649 -1.35251 -0.18188 0.143 0.307 0.040 0.608
S -2.22545 3.65044 0.01677 -0.019 0.007 0.000 1.125
S 1.40314 0.92627 3.63280 -0.261 0.117 0.050 0.610
O -1.71208 -0.61240 0.26915 -0.029 -0.162 0.008 -0.343
O 0.04202 -2.29831 0.73815 -0.052 -0.033 0.045 -0.326
N 0.59206 -0.15680 -0.48878 -0.304 -0.515 -0.186 -0.184
N -0.40171 -1.03882 3.78336 -0.036 -0.054 -0.118 0.070
N -1.89638 -4.09952 -5.19292 -0.037 -0.025 -0.031 0.129
N -0.28439 2.23366 0.88141 -0.657 -0.028 0.334 -0.085
N 2.63176 -0.30888 0.44148 -0.052 -0.476 0.358 0.041
N 2.28448 -1.44215 -1.61292 0.079 0.085 0.035 0.169
C 1.89176 -0.67912 -0.61055 -0.298 0.002 0.023 -0.491
C 3.89356 -0.73485 0.50496 -0.066 0.145 -0.020 -0.080
C -0.63982 -4.01478 -3.14783 -0.029 0.014 -0.029 -0.016
C 4.41113 -1.50895 -0.51169 0.019 -0.015 -0.047 -0.026
C -2.73940 -0.88777 3.90992 -0.017 0.025 0.002 -0.024
C -2.60245 0.50607 3.95976 -0.071 -0.041 -0.006 -0.020
C -2.18771 -2.23991 -3.70380 0.005 -0.018 -0.006 -0.017
C 1.09655 5.91043 -0.44242 0.014 -0.016 0.011 -0.065
C 1.64397 3.76019 0.52767 -0.004 0.037 -0.021 -0.016
C 0.28975 3.43259 0.46589 0.118 -0.051 0.102 -0.296
C 3.55153 -1.84319 -1.55311 0.029 -0.005 0.016 -0.081
C -1.87713 -1.60261 -2.52599 0.008 0.043 0.005 -0.050
C -1.57352 -3.45891 -4.03788 0.022 0.017 0.030 -0.304
C -1.57010 2.22907 0.69750 0.061 0.075 0.001 -0.447
C -0.94924 -2.16708 -1.65261 0.093 0.005 -0.182 -0.322
C 2.03206 4.99929 0.06979 0.007 0.009 -0.003 -0.061
C -0.21139 0.30125 3.78544 -0.033 0.092 0.197 -0.724
C -1.36317 1.09584 3.89212 0.069 -0.075 0.070 -0.086
C -1.60930 -1.64339 3.81384 0.128 0.030 0.000 -0.035
C -0.63784 4.34119 -0.04145 -0.005 0.064 -0.023 -0.454
C -0.24347 5.59627 -0.50333 0.014 -0.007 -0.001 -0.071
C -0.32893 -3.37245 -1.97249 0.000 -0.024 0.056 -0.065
H -0.96400 6.29964 -0.89740 -0.007 -0.006 0.002 0.116
H 5.43440 -1.85187 -0.49510 -0.003 0.000 0.008 0.111
H 3.89708 -2.46566 -2.37057 -0.018 0.003 -0.009 0.121
H 0.38545 -3.80826 -1.28826 0.003 0.023 0.019 0.113
H 1.43333 6.87609 -0.79357 -0.003 0.001 -0.001 0.113
H -2.91644 -1.80708 -4.37740 0.002 -0.001 -0.002 0.116
H 3.07631 5.27804 0.10740 -0.002 0.004 -0.003 0.111
H -2.49515 -3.66277 -5.86848 0.006 0.008 0.000 0.104
H -3.70562 -1.36662 3.94209 -0.008 0.015 0.000 0.122
H 0.42760 -1.60940 3.66193 0.004 0.006 0.015 0.150
H 2.35903 3.05417 0.92916 -0.011 -0.010 0.005 0.097
H -2.36098 -0.66927 -2.27158 0.011 0.004 0.018 0.118
H -1.59749 -2.72097 3.75379 -0.030 -0.001 -0.001 0.145
H 4.47168 -0.44048 1.37147 -0.008 -0.018 0.014 0.125
H -1.23768 2.16799 3.91706 0.000 0.001 0.013 0.118
H -1.40006 -4.92198 -5.48056 0.015 0.005 0.014 0.104
H -0.16830 -4.95895 -3.38944 0.000 0.000 -0.003 0.116
H -3.48482 1.12683 4.04909 0.000 -0.004 -0.006 0.126
H -2.17650 1.36424 0.91723 -0.013 0.039 -0.003 0.062

---

Record 4
51
Properties=species:S:1:pos:R:3:forces:R:3:lowdin_charge:R:1 method="wB97M-V/def2-TZVPD" multiplicity=2 charge=-1 s_squared=0.762 de_lowest_kcal_mol=26.5 e_tot_ev=-78728.55201 homo_energy_ev="-4.3 / -4.3"
Ru -0.30798 0.71968 0.23618 0.620 -1.047 -0.137 0.857
S -1.79082 -0.80353 -0.88505 0.081 0.047 -0.174 0.660
S 1.76315 0.53735 1.55363 -0.511 0.118 -0.285 0.626
S 2.02210 0.25828 -1.69246 0.031 -0.138 -0.037 0.935
S -0.79193 -0.94900 1.96537 -0.301 0.163 0.286 0.850
O -1.37314 1.97896 2.25750 -0.155 0.066 0.221 -0.083
O 0.10980 2.68762 0.76486 -0.155 -0.071 0.370 -0.235
O -0.56660 1.74247 -1.53822 -0.240 0.446 0.139 -0.298
O -2.48649 2.34249 -0.55906 0.178 0.073 -0.393 -0.015
N 1.14602 -2.21896 -0.00640 0.300 0.138 0.039 0.093
C -4.35689 -0.90680 0.14487 -0.049 -0.023 0.054 -0.108
C -0.01577 -4.24199 -0.41441 -0.015 0.035 -0.037 -0.033
C -2.56002 -0.90901 1.72140 0.098 0.020 -0.133 -0.540
C -0.58622 -2.73855 1.54784 -0.016 -0.019 -0.010 -0.331
C 2.89727 -1.31885 -1.35086 0.054 0.064 0.116 -0.369
C 3.78209 2.33967 1.30957 -0.027 -0.006 -0.001 -0.122
C -0.66522 2.85628 1.76854 0.165 0.119 -0.066 -0.552
C -3.44771 -0.92505 2.77764 -0.048 -0.015 0.035 -0.098
C -4.81401 -0.94041 2.51711 0.048 -0.001 0.074 -0.105
C 1.75228 -3.53911 -1.87586 0.028 0.078 -0.019 -0.029
C -2.98559 -0.88852 0.38621 0.007 0.040 0.167 -0.660
C 0.20285 -3.07350 0.31572 -0.002 -0.038 -0.037 -0.379
C 2.91046 1.47414 0.63667 0.145 0.070 -0.142 -0.663
C 4.00353 2.12205 -1.43348 0.018 0.018 -0.004 -0.118
C 3.05548 1.36319 -0.75638 -0.068 0.022 -0.089 -0.545
C -5.25548 -0.93845 1.20262 -0.026 0.005 -0.075 -0.101
C -1.68910 2.39270 -1.49549 0.124 -0.091 0.133 -0.729
C 4.85087 2.97913 -0.74899 -0.002 0.001 0.000 -0.112
C -1.98614 3.21475 -2.73398 -0.039 -0.006 0.016 -0.010
C 0.77952 -4.46707 -1.52269 -0.036 -0.024 0.002 -0.072
C 1.90611 -2.41290 -1.07763 -0.175 -0.127 -0.030 -0.350
C 4.73997 3.07350 0.63240 0.002 -0.001 -0.003 -0.105
H 5.39007 3.74164 1.18524 -0.002 0.000 0.000 0.094
H -0.09862 -3.18616 2.41657 0.041 0.065 0.008 0.085
H -5.52389 -0.93708 3.33419 0.004 -0.004 0.006 0.091
H -4.71281 -0.86149 -0.87615 0.012 -0.004 -0.011 0.099
H -1.59113 -3.15212 1.48455 -0.002 0.015 0.014 0.087
H -2.48850 4.13654 -2.44498 0.004 0.003 -0.005 0.072
H 2.36753 -3.68151 -2.75502 0.009 0.002 0.003 0.104
H -1.07946 3.42856 -3.29556 0.007 0.002 0.007 0.069
H -2.66738 2.64344 -3.36781 0.005 -0.009 -0.002 0.076
H 0.63020 -5.35383 -2.12684 0.003 0.000 -0.002 0.100
H -3.07299 -0.91273 3.79326 0.003 0.012 -0.002 0.105
H 3.56686 -1.56966 -2.17351 -0.045 0.001 -0.028 0.073
H -0.80286 -4.93235 -0.13965 -0.005 0.007 0.011 0.109
H -0.65068 3.87675 2.18779 -0.037 -0.002 0.018 0.126
H 5.58255 3.56807 -1.28753 0.004 0.000 0.003 0.090
H -6.31910 -0.93719 0.99447 -0.001 0.002 -0.002 0.094
H 3.67219 2.44370 2.38146 -0.008 -0.003 0.005 0.094
H 3.48469 -1.15273 -0.44751 -0.020 0.002 -0.002 0.084
H 4.07095 2.02757 -2.51013 -0.007 -0.005 0.000 0.093